Model w:
The following is a quantum chemistry calculation of a structure of composition C2H5NOS2, from the Open Molecules 2025 dataset.

Atoms and positions in Å:
C  -0.9900  -0.9000  0.3990
C  -2.1137  -0.0123  0.2451
N  1.6253  0.3078  -0.4466
O  -0.4730  -1.7214  1.0616
S  2.3739  1.5532  0.3777
S  2.3378  -1.1455  -0.2761
H  -2.4489  0.4286  1.1195
H  -1.7076  0.8644  -0.1947
H  -2.7755  -0.4058  -0.5258
H  1.7661  2.6413  -0.1760
H  2.4057  -1.6103  -1.5838

Output
LUMO level (spin up / spin down) = 0.53 / -0.73 eV

Model x:
The following is a quantum chemistry calculation of the molecule C2H5NOS2, from the Open Molecules 2025 dataset.

Atoms and positions in Å:
C  -1.6269  -0.5762  -0.0247
C  0.1835  1.0396  -0.1166
H  -1.4862  -1.2080  -0.8977
H  -1.3174  -1.0005  0.8816
H  -2.7338  -0.4422  0.0557
H  0.7003  -0.9710  -0.4914
H  3.0131  -0.1500  1.1537
N  1.0130  -0.0574  -0.1310
O  -1.1248  0.7612  -0.1778
S  0.6540  2.5973  -0.0845
S  2.7249  0.0071  -0.1673

Output
LUMO level = 0.41 eV

Model y:
The following is a quantum chemistry calculation of a structure of composition C2H5NOS2, from the Open Molecules 2025 dataset.

Atoms and positions in Å:
C  -0.4254  -0.0274  0.6332
C  0.4688  1.1303  0.9744
N  0.2487  -0.8443  -0.9321
O  -1.3927  -0.5027  1.1005
S  0.1600  -2.4785  -0.5261
S  -0.5699  -0.1253  -2.3093
H  0.6005  1.2887  2.0219
H  1.6266  1.0837  0.5916
H  -0.2091  1.9918  0.7437
H  -0.8966  -2.3059  0.1626
H  0.3892  0.7896  -2.4606

Output
LUMO level = 0.57 eV

On energetic grounds, model x is preferred over the next structure by 186.4 kJ/mol.

Model w:
The following is a quantum chemistry calculation of a cluster of 2 separate species, C2H5NOS2 in total, from the Open Molecules 2025 dataset.

Atoms and positions in Å:
C  2.2192  -0.2056  0.2727
C  -1.0471  0.4864  -0.3576
N  -0.5755  -0.7770  -0.4583
O  2.0339  0.9795  0.4325
S  -2.8270  0.8394  0.0790
S  -1.4445  -1.9829  -0.0307
H  2.1998  -1.0088  1.1503
H  -0.3858  0.8291  0.4099
H  -0.9195  1.0336  -1.1995
H  2.6482  -0.7063  -0.6145
H  -3.0848  -0.3044  0.7407

Output
LUMO level = -1.39 eV

Model x:
The following is a quantum chemistry calculation of the molecule C2H5NOS2, from the Open Molecules 2025 dataset.

Atoms and positions in Å:
C  0.8331  0.2949  -0.5327
C  -0.3885  1.1410  -0.0718
N  1.5516  -0.1915  0.5247
O  -1.1015  0.4814  0.9638
S  -1.0872  -2.4094  0.6380
S  -0.4690  -0.7924  1.7327
H  0.4650  -0.5027  -1.2213
H  1.4882  0.9420  -1.1332
H  -0.0608  2.1129  0.3137
H  -1.0851  1.2727  -0.9019
H  -0.1458  -2.3489  -0.3121

Output
LUMO level (spin up / spin down) = -0.52 / -0.36 eV

On energetic grounds, model w is preferred over the next structure by 113.8 kJ/mol.

Model w:
The following is a quantum chemistry calculation of a cluster of 2 separate species, C2HBrClF in total, from the Open Molecules 2025 dataset.

Atoms and positions in Å:
C  -1.6990  0.5305  -0.0210
C  -0.6348  1.0809  -0.1019
F  2.3853  -1.1608  0.0262
Cl  0.7377  2.0119  0.0185
Br  -3.2314  -0.4440  0.0423
H  2.4423  -2.0185  0.0360

Output
LUMO level = 0.66 eV

Model x:
The following is a quantum chemistry calculation of a cluster of 2 separate species, C2HBrClF in total, from the Open Molecules 2025 dataset.

Atoms and positions in Å:
C  0.5198  0.8400  -0.7529
C  -0.5869  -1.1097  0.6022
F  0.0864  -1.9983  -0.0606
Cl  -0.2716  -1.2843  2.2550
Br  -0.2518  2.4706  -0.1720
H  0.5041  1.0817  -1.8717

Output
LUMO level = -1.37 eV

On energetic grounds, model w is preferred over the next structure by 365.0 kJ/mol.

Model w:
The following is a quantum chemistry calculation of a cluster of 2 separate species, C4H10NO in total, from the Open Molecules 2025 dataset.

Atoms and positions in Å:
C  -1.5128  -0.6964  -0.2519
C  -0.9662  -0.3570  -1.5560
C  0.6597  0.5176  1.6107
C  0.7619  0.3753  0.0537
N  -0.0195  -0.6781  -0.4541
O  0.5598  1.4436  -0.7456
H  -1.7514  0.0547  0.5368
H  -1.9406  -1.6331  0.0634
H  -0.8611  -1.2053  -2.2895
H  -0.9044  0.5631  -1.9465
H  -0.4277  0.4161  2.0517
H  1.2639  -0.1879  2.1199
H  1.0042  1.4123  1.9708
H  2.5091  -0.4793  -0.0545
H  0.3580  -1.6232  -0.4877
H  1.2671  2.0777  -0.6212

Output
charge = +1
LUMO level = -4.56 eV

Model x:
The following is a quantum chemistry calculation of the ion C4H10NO with charge +1, from the Open Molecules 2025 dataset.

Atoms and positions in Å:
C  -0.5685  -0.9327  -0.9803
C  0.4925  0.8422  -0.5053
C  -0.3555  2.0384  -0.4388
C  0.6186  -1.3130  1.2070
N  -0.2475  -0.5205  0.3974
O  0.1766  0.0222  -1.6500
H  -0.2040  -1.9439  -1.1784
H  -1.5907  -0.9127  -1.1669
H  1.4972  0.8889  -0.0558
H  -1.3488  1.7243  -0.7310
H  0.0610  2.8889  -1.1098
H  -0.1563  2.4734  0.5609
H  1.4832  -1.9099  0.6933
H  0.9401  -0.7805  2.1537
H  0.2333  -2.2090  1.7281
H  -1.0312  -0.3560  1.0758

Output
charge = +1
LUMO level = -3.75 eV

Model y:
The following is a quantum chemistry calculation of a cluster of 2 separate species, C4H10NO in total, from the Open Molecules 2025 dataset.

Atoms and positions in Å:
O  -2.0593  3.1866  -1.8873
C  -1.4129  2.1821  -1.8176
H  -0.3078  2.2323  -1.8108
H  -1.9205  1.2003  -1.7769
C  0.7942  -0.2151  -0.1648
C  0.6768  -1.3555  0.7942
C  -0.2722  -2.2564  0.9354
N  1.7923  -1.3898  1.8121
H  0.5118  -0.5597  -1.1568
H  0.1155  0.5982  0.0874
H  1.8043  0.1876  -0.2323
H  -0.2392  -3.0234  1.6956
H  -1.0777  -2.2877  0.2136
H  1.6715  -0.6707  2.5302
H  2.6826  -1.2003  1.3421
H  1.8745  -2.3112  2.2470

Output
charge = +1
LUMO level = -3.96 eV

On energetic grounds, model y is preferred over the next structure by 78.0 kJ/mol.

Model w:
The following is a quantum chemistry calculation of the ion C4H10NO with charge +1, from the Open Molecules 2025 dataset.

Atoms and positions in Å:
C  -0.3741  -1.2170  -1.1071
C  -0.4813  0.0430  -0.1972
C  0.5667  0.8369  0.4654
C  -0.0308  1.4090  1.8918
O  -0.7428  0.2848  2.4173
N  0.4936  -1.1921  -2.3003
H  -0.0049  -2.1631  -0.6097
H  -1.4117  -1.4524  -1.3876
H  -0.7510  -0.3653  1.6589
H  -1.5127  0.3471  -0.1931
H  1.4367  0.1899  0.7098
H  1.0113  1.7096  -0.0404
H  0.8019  1.6731  2.4965
H  1.4181  -1.6372  -2.3158
H  -0.7338  2.2651  1.7125
H  0.3147  -0.7314  -3.2009

Output
charge = +1
LUMO level = -7.88 eV

Model x:
The following is a quantum chemistry calculation of a structure of composition C4H10NO, from the Open Molecules 2025 dataset.

Atoms and positions in Å:
C  0.9825  -1.1087  0.8080
C  -1.2575  0.0579  0.1220
C  -2.7087  0.4686  -0.2129
C  1.9640  0.4264  -0.7906
N  1.5584  -0.0055  0.5102
O  -0.8582  -0.8248  0.8799
H  0.9714  -1.9561  0.1271
H  0.9716  -1.2282  1.8915
H  -0.4204  0.5084  -0.3827
H  -3.1782  0.9443  0.6489
H  -3.2818  -0.5003  -0.3989
H  -2.8759  1.1708  -1.1009
H  1.5210  -0.3143  -1.3928
H  1.6516  1.3875  -1.0644
H  3.0177  0.3132  -0.8197
H  1.9424  0.6607  1.1754

Output
charge = +1
LUMO level = -4.02 eV

Model y:
The following is a quantum chemistry calculation of the ion C4H10NO with charge +1, from the Open Molecules 2025 dataset.

Atoms and positions in Å:
C  -0.6798  -1.4691  0.0891
C  -0.8845  -0.1308  -0.4660
C  0.3989  -0.3528  0.4398
C  2.5248  0.7119  -0.1944
N  -2.1870  0.6189  0.1074
O  1.5953  -0.4522  -0.2953
H  -1.4315  -1.8433  0.7583
H  -0.2997  -2.2982  -0.5995
H  -0.7434  -0.0240  -1.4738
H  0.6384  0.0602  1.4305
H  1.9762  1.3163  0.4778
H  2.8766  1.1923  -1.1489
H  3.4677  0.3815  0.2245
H  -2.8132  -0.1789  0.3287
H  -2.4937  1.2804  -0.6440
H  -1.9450  1.1878  0.9659

Output
charge = +1
LUMO level = -3.83 eV

Model z:
The following is a quantum chemistry calculation of a structure of composition C4H10NO, from the Open Molecules 2025 dataset.

Atoms and positions in Å:
C  -1.0806  0.7041  -0.9358
C  1.0159  -0.6288  -0.5083
C  1.8506  -1.8666  -0.4475
C  -1.2360  0.9739  1.3245
N  -0.6271  1.4775  0.0720
O  0.0777  -0.6208  -1.3163
H  -1.9213  0.1287  -0.7037
H  -1.0750  1.0975  -1.9264
H  1.2776  0.1152  0.2061
H  1.6691  -2.7415  -1.0686
H  1.7452  -2.3583  0.4619
H  2.8927  -1.5226  -0.2513
H  -1.3895  -0.0981  1.5025
H  -0.6594  1.4414  2.2362
H  -2.1836  1.5233  1.5679
H  -0.3562  2.3751  -0.2134

Output
charge = +1
LUMO level = -4.33 eV

On energetic grounds, model x is preferred over the next structure by 56.2 kJ/mol.

Model w:
The following is a quantum chemistry calculation of a structure of composition C4H10NO, from the Open Molecules 2025 dataset.

Atoms and positions in Å:
C  1.9118  0.1702  0.5534
C  2.7467  0.8826  1.5790
C  -0.2504  1.0274  -0.4553
C  -3.3514  -1.3826  -0.0177
N  0.8047  0.5813  0.0617
O  -2.4638  -0.7192  -0.4416
H  2.2034  -0.8037  0.1319
H  3.6002  1.4188  1.2570
H  3.2606  0.1497  2.2618
H  2.2237  1.5078  2.2005
H  -0.0370  1.7442  -1.2932
H  -1.3343  -0.8989  -3.1936
H  -1.1079  0.4579  -0.3054
H  -3.3961  -1.5449  1.0187
H  -3.9694  -2.1408  -0.6028
H  -0.8409  -0.4498  -2.7542

Output
charge = +1
LUMO level = -4.84 eV

Model x:
The following is a quantum chemistry calculation of a cluster of 2 separate species, C4H10NO in total, from the Open Molecules 2025 dataset.

Atoms and positions in Å:
C  -3.3517  0.0761  -0.2696
C  -2.0445  -0.0865  -0.2750
C  1.8203  -1.1611  0.1367
C  2.4188  1.1269  -0.2086
N  1.5540  0.2461  0.0759
O  -1.1896  0.3860  0.6969
H  -3.9611  -0.3142  -1.0606
H  -3.8545  0.6029  0.5238
H  -1.5026  -0.6094  -1.0480
H  2.7845  -1.3640  0.6039
H  1.0269  -1.6612  0.6875
H  1.8485  -1.5773  -0.8752
H  3.4526  0.8554  -0.3907
H  2.1462  2.1726  -0.2614
H  -1.7038  0.8105  1.3939
H  0.5560  0.4973  0.2704

Output
charge = +1
LUMO level = -4.92 eV

On energetic grounds, model x is preferred over the next structure by 261.4 kJ/mol.